DFT (ωB97M-V with the def2-TZVPD basis set) results for one molecule with the formula CHN3O.

Values from the calculation:
- largest force on an atom (eV/A) = 5.53
- HOMO (eV) = -10.8
- spin multiplicity = 1
- lowest unoccupied orbital energy (eV) = -0.14
- frontier orbital gap (eV) = 10.67

Positions of all 6 atoms, in Å:
C1 0.400096 -0.412650 0.028537
N1 3.705404 -0.022240 0.025387
N2 2.575627 0.165866 -0.042600
N3 1.376146 0.445161 -0.003112
O1 0.515204 -1.609461 0.007079
H1 -0.498303 0.295154 -0.179523

Atomic forces in eV per Å
C -3.308 -1.172 -1.716
N -4.119 0.884 -0.614
N 4.346 -1.778 1.082
N 3.530 4.252 -0.057
O -0.687 -0.242 0.452
H 0.238 -1.945 0.852

Taken from the Löwdin analysis, the atomic charges in e are: C -0.418; N 0.272; N -0.120; N 0.065; O 0.053; H 0.148